This record from OMol25 describes a cluster of 2 separate species, C6H13N in total. The level of theory is ωB97M-V/def2-TZVPD.

XYZ file:
```
20
Properties=species:S:1:pos:R:3:forces:R:3:mulliken_charge:R:1
C -1.61919 2.39591 -0.96880 0.00 0.05 0.03 -1.134
C -0.81984 1.13345 -1.30552 0.00 -0.07 -0.07 -0.128
C 0.11870 0.71571 -0.21423 0.12 -0.13 -0.07 -0.506
N 0.34187 -0.53594 0.03874 -0.14 0.23 0.03 0.166
C -0.15190 -1.78447 0.15329 0.07 -0.09 -0.22 -0.642
C 0.95040 -1.37573 1.05881 0.15 0.05 0.21 0.175
C 2.39846 -1.78749 0.92153 0.03 -0.01 -0.05 -1.293
H -0.96050 3.23862 -0.72898 -0.06 -0.14 -0.03 0.305
H -2.28005 2.22979 -0.11090 0.14 0.00 -0.13 0.303
H -2.23846 2.69408 -1.82207 0.11 -0.06 0.15 0.338
H -1.50977 0.30172 -1.50253 0.14 0.07 0.03 0.245
H -0.25557 1.30075 -2.23370 -0.08 -0.02 0.07 0.285
H -1.72630 0.07610 1.17118 -0.17 -0.05 0.13 -0.051
H 0.69675 1.44381 0.34853 -0.01 -0.09 -0.11 0.368
H -0.22522 -2.54511 -0.61091 0.08 0.10 0.01 0.209
H -1.67369 -0.67764 1.03427 -0.21 0.16 0.15 0.024
H 0.66339 -1.07769 2.07541 0.00 -0.14 -0.10 0.344
H 2.55565 -2.68199 1.53553 0.00 0.13 -0.11 0.358
H 2.64059 -2.04491 -0.11443 -0.05 0.08 0.12 0.331
H 3.09467 -1.01896 1.27479 -0.11 -0.06 -0.05 0.303
```
Forces are in eV/Å.

For the molar mass, the calculation gives 99.18 g mol⁻¹. The frontier orbital gap comes out at 8.3 eV. Its total charge is 0. Its energy above the lowest of the compared OMol25 structures with the same formula, charge and spin is 101.7 kcal/mol. Its highest occupied orbital energy is -7.15 eV.

---

This record from OMol25 describes a cluster of 2 separate species, C3H8N3O in total. The level of theory is ωB97M-V/def2-TZVPD.

XYZ file:
```
15
Properties=species:S:1:pos:R:3:forces:R:3:mulliken_charge:R:1
C -2.40200 0.47119 0.11974 2.49 0.94 2.78 -0.305
C -1.80685 -1.00233 0.30811 -1.93 0.74 -1.38 -0.266
C -0.10627 0.31987 -0.39138 -0.53 4.09 0.15 0.176
N 4.35864 -0.61188 -0.22711 -1.67 1.14 0.43 -0.419
N 3.33929 0.03901 0.21555 4.15 -1.30 -0.78 -0.083
N -1.06610 1.19119 -0.14098 -0.42 -2.77 -0.67 -0.136
O -0.46078 -0.83603 -0.21522 -0.16 -4.95 -0.01 -0.254
H -3.00544 0.47847 -0.73457 -0.89 0.42 -1.21 0.287
H -2.82714 1.12061 0.98551 0.25 -2.02 -1.28 0.307
H -1.71634 -1.41037 1.27816 0.21 0.06 1.25 0.285
H -2.38071 -1.79079 -0.28156 1.02 1.30 0.35 0.280
H 0.92080 0.52566 -0.70163 -0.14 0.10 0.22 0.415
H 4.20235 -1.20551 -1.06753 -0.95 0.30 0.47 0.235
H 3.89690 0.55941 0.95058 -1.68 -0.10 -0.18 0.286
H -0.94632 2.15150 -0.09768 0.23 2.05 -0.14 0.192
```
Forces are in eV/Å.

For the molar mass, the calculation gives 102.12 g mol⁻¹. The frontier orbital gap comes out at 9.1 eV. Its total charge is +1. Its energy above the lowest of the compared OMol25 structures with the same formula, charge and spin is 84.6 kcal/mol. Its highest occupied orbital energy is -12.82 eV.